Run P
ORCA calculation (wB97M-V/def2-TZVPD) on an isolated molecule of C2HBrN2O.

Element x y z (Å)
C 1.133 -0.140 -0.059
C -1.167 -0.517 0.025
N -0.023 -0.960 -0.026
N 1.017 1.117 0.036
O 0.004 1.825 -0.049
Br -2.905 -0.547 -0.015
H 1.941 -0.778 0.088

Properties
Highest occupied orbital energy (spin up / spin down), eV: -8.19 / -8.46
Total charge: 0

Run Q
ORCA calculation (wB97M-V/def2-TZVPD) on a cluster of 2 separate species, C2HBrN2O in total.

Element x y z (Å)
C -0.032 0.363 -0.423
C 3.775 0.559 0.029
N 0.942 -0.194 -0.484
N 3.959 1.719 0.252
O 3.650 2.817 0.438
Br 4.641 -1.067 -0.063
H -1.120 0.484 -0.346

Properties
Highest occupied orbital energy, eV: -9.38
Total charge: 0

Which is the most stable structure? run Q is the most stable.

Run P
ORCA calculation (wB97M-V/def2-TZVPD) on an isolated molecule of CN2O3S.

Element x y z (Å)
C -1.734 0.173 -0.003
N -2.692 0.807 -0.200
N -0.893 -0.725 0.424
O 2.881 -0.784 -0.504
O 2.339 1.455 0.075
O 0.265 -0.982 0.114
S 2.060 0.057 0.244

Properties
Highest occupied orbital energy, eV: -10.98
Total charge: 0

Run Q
ORCA calculation (wB97M-V/def2-TZVPD) on an isolated molecule of CN2O3S.

Element x y z (Å)
C -0.468 0.297 -0.050
N 0.710 1.142 0.219
N 0.106 -1.027 0.045
O 1.261 -1.131 0.340
O 1.165 1.975 -0.467
O -0.729 -1.935 -0.115
S -2.046 0.680 0.028

Properties
Highest occupied orbital energy (spin up / spin down), eV: -9.74 / -9.74
Total charge: 0

Which is the most stable structure? run P is the most stable.

Run P
ORCA calculation (wB97M-V/def2-TZVPD) on a structure of composition H10O5Rb.

Element x y z (Å)
Rb -9.057 19.105 -13.919
O -9.085 21.944 -14.750
H -9.978 21.594 -14.897
H -8.910 22.551 -15.475
O -11.035 19.926 -11.869
H -11.528 20.686 -12.198
H -11.644 19.179 -11.910
O -7.776 19.718 -16.515
H -8.216 20.300 -17.143
H -7.422 18.995 -17.048
O -8.921 16.574 -15.932
H -9.799 16.756 -15.582
H -8.809 15.621 -15.823
O -11.426 20.146 -15.115
H -11.553 20.218 -16.072
H -12.284 20.401 -14.753

Properties
Highest occupied orbital energy, eV: -15.13
Total charge: +1

Run Q
ORCA calculation (wB97M-V/def2-TZVPD) on a structure of composition H10O5Rb.

Element x y z (Å)
Rb -0.216 -1.127 -0.405
O 2.692 -0.472 -0.281
H 3.133 -0.019 -1.003
H 3.452 -0.976 0.091
O 0.757 0.275 2.028
H 1.465 0.626 2.641
H 0.861 0.851 1.209
O 0.996 0.562 -2.418
H 1.020 1.002 -1.606
H 0.895 1.254 -3.073
O -2.314 0.711 -0.867
H -3.148 0.979 -0.420
H -2.392 1.341 -1.566
O -2.250 -1.872 1.586
H -1.823 -1.627 2.415
H -3.121 -1.505 1.662

Properties
Highest occupied orbital energy, eV: -15.21
Total charge: +1

Which is the most stable structure? run P is the most stable.

Run P
ORCA calculation (wB97M-V/def2-TZVPD) on a cluster of 2 separate species, C2H8IN2 in total.

Element x y z (Å)
C -0.132 -1.153 0.140
C -0.841 0.107 0.049
N -2.083 0.180 0.483
N -0.362 1.160 -0.613
I 3.499 0.010 0.207
H -0.826 -1.917 0.401
H 0.862 -1.098 0.730
H 0.311 -1.543 -0.880
H -2.530 1.026 0.379
H -2.490 -0.594 1.057
H 0.628 1.453 -0.674
H 4.851 0.245 -0.668
H -0.885 2.124 -0.610

Properties
Highest occupied orbital energy, eV: -13.36
Total charge: +1

Run Q
ORCA calculation (wB97M-V/def2-TZVPD) on a cluster of 2 separate species, C2H8IN2 in total.

Element x y z (Å)
C 0.183 0.727 1.347
C 0.130 0.778 -0.126
N 0.088 -1.479 -0.535
N -0.955 0.877 -0.844
I 2.053 0.689 -1.141
H 0.596 1.647 1.780
H 1.029 0.057 1.595
H -0.702 0.447 1.981
H -0.717 -1.713 -1.129
H 0.895 -1.718 -1.111
H -0.943 1.014 -1.863
H 0.087 -1.976 0.331
H -1.744 0.649 -0.285

Properties
Highest occupied orbital energy, eV: -14.01
Total charge: +1

Which is the most stable structure? run P is the most stable.

Run P
ORCA calculation (wB97M-V/def2-TZVPD) on a cluster of 2 separate species, C3H4N2O2 in total.

Element x y z (Å)
C -1.957 -0.112 0.048
N -0.532 -0.286 -0.113
N 1.667 -1.633 -0.773
C 2.531 -0.914 -0.513
O 1.455 1.008 0.352
C 0.185 0.639 0.257
O 0.234 1.867 0.795
H -2.435 -0.211 -0.929
H -2.335 -0.903 0.700
H -2.207 0.865 0.479
H 3.393 -0.320 -0.304

Properties
Highest occupied orbital energy, eV: -10.53
Total charge: 0

Run Q
ORCA calculation (wB97M-V/def2-TZVPD) on an isolated molecule of C3H4N2O2.

Element x y z (Å)
C -0.205 0.275 -0.109
C -0.316 -0.213 -1.499
C -0.520 -0.664 -2.569
H 0.604 -1.718 0.942
H 1.405 0.659 1.255
H -1.175 1.883 2.225
H -0.841 -1.388 -3.369
N 1.233 0.309 0.212
N -1.175 0.824 0.652
O 1.590 -1.299 0.539
O -0.601 1.331 1.723

Properties
Highest occupied orbital energy, eV: -9.50
Total charge: 0

Run R
ORCA calculation (wB97M-V/def2-TZVPD) on an isolated molecule of C3H4N2O2.

Element x y z (Å)
C 0.629 -0.245 0.402
C -0.296 0.618 1.232
C -0.091 -0.241 -0.942
H 2.205 -0.170 -0.745
H 0.494 -1.243 0.840
H -0.136 1.035 2.271
H -2.344 0.412 -1.138
N -1.543 0.333 0.599
N -1.489 -0.042 -0.670
O 2.037 -0.162 0.154
O 0.535 -0.295 -2.003

Properties
Highest occupied orbital energy, eV: -9.42
Total charge: 0

Which is the most stable structure? run R is the most stable.

Run P
ORCA calculation (wB97M-V/def2-TZVPD) on a structure of composition C3H4N2O2.

Element x y z (Å)
N -2.000 -0.583 -0.314
C -1.052 0.214 0.184
C -0.503 1.186 0.780
O 2.197 1.046 -0.824
C 1.947 -0.082 -0.452
O 2.416 -1.199 -0.314
N 0.443 -0.332 0.300
H -1.525 -1.343 -0.792
H -2.827 -0.246 -0.810
H 0.098 2.030 1.037
H 0.807 -0.691 1.205

Properties
Highest occupied orbital energy, eV: -9.78
Total charge: 0

Run Q
ORCA calculation (wB97M-V/def2-TZVPD) on an isolated molecule of C3H4N2O2.

Element x y z (Å)
N 0.700 1.521 -0.703
C 0.409 0.218 -0.320
C -0.249 -0.743 -0.979
O -0.894 -1.575 -0.098
C -0.680 -1.091 1.183
O -1.248 -1.495 2.162
N 0.234 -0.086 1.045
H -0.136 2.044 -0.896
H 1.530 1.810 -1.181
H -0.414 -0.899 -2.033
H 0.749 0.297 1.820

Properties
Highest occupied orbital energy, eV: -8.70
Total charge: 0

Which is the most stable structure? run Q is the most stable.

Run P
ORCA calculation (wB97M-V/def2-TZVPD) on an isolated molecule of C3H4OS2.

Element x y z (Å)
C -1.502 0.017 -0.255
C -0.386 0.463 0.587
C 1.667 -0.194 -0.361
H -1.519 0.659 -1.189
H -0.081 -0.315 1.336
H -0.696 1.380 1.061
H 2.295 0.238 -1.169
O 0.815 0.781 -0.065
S -2.405 -1.332 -0.048
S 1.812 -1.695 0.102

Properties
Highest occupied orbital energy, eV: -9.11
Total charge: 0

Run Q
ORCA calculation (wB97M-V/def2-TZVPD) on an isolated molecule of C3H4OS2.

Element x y z (Å)
C -0.174 1.664 0.492
C 0.494 0.301 0.680
C -0.361 -1.663 -1.066
H 0.370 2.535 0.065
H 0.098 -0.397 1.384
H 1.527 0.568 1.069
H -1.129 -1.468 -0.238
O -1.357 1.721 0.692
S 0.915 -0.418 -0.938
S -0.383 -2.842 -2.141

Properties
Highest occupied orbital energy, eV: -9.04
Total charge: 0

Which is the most stable structure? run Q is the most stable.

Run P
ORCA calculation (wB97M-V/def2-TZVPD) on an isolated molecule of C3H4OS2.

Element x y z (Å)
C -0.017 0.383 0.298
C -0.013 0.422 -1.214
C 0.884 -0.745 0.862
H -2.231 -0.352 0.145
H 0.468 1.319 0.712
H -0.371 1.351 -1.575
H 0.584 -1.739 0.582
O 1.898 -0.483 1.467
S -1.747 0.530 0.943
S 0.546 -0.686 -2.220

Properties
Highest occupied orbital energy, eV: -9.25
Total charge: 0

Run Q
ORCA calculation (wB97M-V/def2-TZVPD) on an isolated molecule of C3H4OS2.

Element x y z (Å)
C 0.917 0.222 0.867
C 0.185 -0.618 -0.181
C -1.291 -0.838 -0.089
H -1.017 1.546 0.629
H 1.946 0.372 0.555
H 0.771 -0.088 1.856
H -1.744 -1.496 -0.843
O -2.016 -0.363 0.726
S 0.221 1.954 0.717
S 0.860 -1.331 -1.442

Properties
Highest occupied orbital energy, eV: -9.35
Total charge: 0

Which is the most stable structure? run Q is the most stable.